No. 1
ORCA calculation (wB97M-V/def2-TZVPD) on C10H21Cl2IrN2O3P as an isolated structure.

Geometry as XYZ:
```
40
Properties=species:S:1:pos:R:3:forces:R:3
Ir -1.01676 -0.17563 -0.23856 -1.8 -0.3 0.5
Cl -1.29325 -2.19747 1.16740 0.1 0.1 0.3
C -0.63161 -1.50860 2.73970 1.1 -2.8 0.4
Cl -0.78714 0.18247 2.84432 -0.1 0.7 -0.3
H 0.41175 -1.90546 2.80300 -0.6 0.9 -0.3
H -1.14120 -2.11485 3.49797 -0.4 0.8 0.0
N 0.93826 -0.33160 -0.30757 0.1 0.7 -0.3
C 2.08841 -0.14983 -0.31042 -1.2 0.1 -0.3
N 3.33631 -0.00086 -0.31325 0.7 -2.1 -0.7
C 4.06595 0.34773 -1.51851 -1.0 3.6 1.2
C 5.28695 1.13840 -1.09831 2.0 -1.2 -1.1
C 6.07896 0.58054 0.12865 1.0 -0.9 -2.1
C 5.17170 0.26391 1.23497 -0.4 -0.3 0.1
C 4.03234 -0.65147 0.76231 0.7 -0.8 1.9
H 3.38415 0.96215 -2.09308 -0.1 0.4 -0.2
H 4.29254 -0.41942 -2.16561 0.5 -2.7 -0.7
H 5.09881 2.19991 -1.06122 -0.2 0.2 0.3
H 5.85066 0.92349 -2.02246 0.6 0.8 0.5
H 6.83068 1.27065 0.39976 0.4 1.6 0.6
H 6.81585 -0.22727 -0.08667 -1.1 -0.2 -0.5
H 4.70206 1.20865 1.47417 -0.2 0.1 1.0
H 5.64704 -0.24549 2.07349 -0.1 0.4 0.1
H 3.35985 -0.74395 1.59924 -0.6 -0.1 0.2
H 4.31884 -1.70973 0.52899 0.2 0.9 -0.5
C -5.33942 -1.39728 -0.03033 -0.5 1.0 0.7
O -3.89090 -1.04983 0.09701 -0.6 0.6 -1.4
P -3.41057 0.23395 -0.72660 1.4 -0.7 1.3
O -4.11635 1.44453 -0.11830 -0.2 0.6 0.6
C -4.70459 1.59361 1.24540 0.7 1.1 -1.6
O -3.59635 0.34570 -2.23421 0.7 -0.7 -0.2
C -4.84876 0.37366 -2.98108 0.7 -2.9 -1.3
H -5.79757 -1.29598 0.98588 0.5 -0.7 -1.0
H -5.39443 -2.32144 -0.55608 0.0 -1.1 0.4
H -5.87474 -0.72541 -0.70332 0.2 0.5 0.2
H -4.93078 0.64918 1.63865 0.0 -1.1 0.8
H -5.57814 2.12464 0.98472 -1.1 0.6 0.3
H -4.04714 2.23214 1.81124 0.2 -0.1 0.3
H -5.16558 -0.72199 -3.16510 0.4 2.0 0.1
H -4.64579 0.91316 -3.88578 0.1 0.0 -0.4
H -5.50010 0.90507 -2.40041 -2.1 1.2 1.3
```
Positions in Å, forces in eV/Å.

* expectation value of S²: 6.03
* total charge: +3
* spin multiplicity: 5
* HOMO (alpha / beta): -19.56 / -19.75 eV
* F_max: 0.076 hartree/bohr

=====

No. 2
ORCA calculation (wB97M-V/def2-TZVPD) on C10H21Cl2N4PS in the gas phase.

Geometry as XYZ:
```
39
Properties=species:S:1:pos:R:3:forces:R:3
C 2.69025 2.09281 1.80986 0.3 0.7 -0.4
C 3.54052 1.38059 0.59849 0.9 -0.2 0.2
C 3.32908 -0.23946 0.47457 0.0 -0.2 0.7
C 1.83087 -0.71814 0.01903 -6.9 -2.4 -2.4
N 0.44129 -0.30822 0.45304 1.2 -1.4 -1.1
C -0.70885 -1.04174 -0.18190 6.9 0.2 -0.3
N -2.04523 -0.90279 0.05362 0.1 -0.4 -1.0
C -3.07629 -1.81852 -0.65166 0.5 -1.9 0.6
C -2.71124 0.06648 0.98106 -2.2 1.3 2.3
C -3.98702 0.86750 0.23991 -0.1 -1.4 0.5
C -1.90105 1.22735 1.72778 1.0 1.2 -0.5
C -1.43337 2.33977 0.56908 0.2 -0.6 -0.5
N 0.07367 -1.92878 -1.11048 -1.5 1.6 1.8
Cl -0.44948 -3.06076 -2.26543 -0.2 0.4 0.3
N 1.46097 -1.77640 -1.02551 1.3 2.7 4.3
P 2.63675 -2.69379 -2.02115 1.5 0.0 -3.2
S 2.61548 -1.81759 -3.79899 0.1 -0.8 1.5
H 1.82290 2.71518 1.30456 1.6 -1.4 1.4
H 3.39893 2.85518 2.38103 -1.5 -1.6 -1.3
H 2.30165 1.34110 2.62808 0.6 1.4 -1.9
H 3.38332 1.85371 -0.45967 0.1 -0.7 2.2
H 4.69394 1.54471 0.85945 -2.5 -0.6 -0.7
H 3.53262 -0.68331 1.56381 -0.7 0.7 -2.4
H 4.14964 -0.69978 -0.24492 -2.1 0.9 1.4
H -2.63082 -2.91594 -0.49180 -1.1 2.4 -0.8
H -4.10875 -1.86324 -0.05316 2.5 0.6 -1.4
H -3.20798 -1.54112 -1.78176 0.2 -0.6 2.3
H -3.25172 -0.59299 1.81863 1.4 1.2 -1.7
H -4.92015 0.13126 0.35755 1.9 1.8 -0.7
H -4.25205 1.83358 0.85687 0.7 -1.9 -1.5
H -3.70173 1.07452 -0.87776 -0.9 -0.2 2.2
H -2.62072 1.82606 2.46056 1.3 -1.7 -1.5
H -0.95390 0.87994 2.35288 -2.1 0.5 -1.5
H -2.16311 3.26725 0.51672 1.7 -1.8 0.3
H -0.30631 2.63250 0.74540 -2.5 -0.3 -0.4
H -1.48685 1.84525 -0.51630 0.2 1.0 2.4
H 3.98871 -2.54755 -1.50965 -1.4 -0.6 1.3
H 2.24615 -4.06599 -2.25402 0.1 0.6 1.6
Cl 1.77985 -0.55861 -5.52784 -0.7 1.4 -1.9
```
Positions in Å, forces in eV/Å.

* HOMO: -5.65 eV
* F_max: 0.150 hartree/bohr

=====

No. 3
ORCA calculation (wB97M-V/def2-TZVPD) on C10H21ClI2N4OPRu as an isolated structure.

Geometry as XYZ:
```
41
Properties=species:S:1:pos:R:3:forces:R:3
I -2.04472 -2.31626 -1.50935 -0.1 -0.2 -0.6
I -1.73062 2.02840 0.99983 -0.4 1.5 -0.2
Ru -0.41011 0.58106 -0.88560 2.6 -0.9 2.3
P 0.23872 1.93650 -2.61079 0.4 1.0 -2.3
C -1.03996 2.49015 -3.78392 -1.0 -0.2 0.4
C 0.93720 3.45325 -1.93899 0.1 -0.3 0.6
H 2.26495 0.75518 -3.12585 -0.2 0.1 -0.3
H 1.65082 1.66037 -4.55145 0.0 0.2 -0.1
H 0.87360 0.14351 -4.06407 0.0 0.1 0.0
C 1.37652 1.04353 -3.70176 0.3 -0.3 0.7
H 1.77395 3.19329 -1.28595 -0.1 0.2 -0.1
H 1.26793 4.10231 -2.74224 0.0 0.1 -0.2
H -0.63853 3.15540 -4.55260 0.2 -0.1 0.2
H -1.84769 3.01380 -3.22619 0.5 -0.1 -0.5
H 0.16301 3.95655 -1.34938 0.1 0.0 -0.1
H -1.50551 1.61228 -4.27799 0.4 0.6 0.2
C -2.02202 0.69298 -1.83947 -4.0 0.4 -3.0
O -2.97411 0.82932 -2.48390 2.4 -0.4 2.0
Cl 2.13981 0.69586 -0.46864 -1.6 0.5 -1.1
C 0.72785 -1.82696 0.63007 0.7 -1.3 -0.2
N -0.12142 -0.63678 0.91127 -0.2 0.1 0.8
C 0.52878 0.12269 2.04103 1.4 -0.6 1.0
N 0.73235 -0.70267 3.22719 -0.9 0.1 -1.0
C 1.58113 -1.83934 2.85106 -0.3 -0.9 0.3
N 0.94284 -2.67147 1.79853 -0.8 1.0 -0.2
C -0.38423 -3.12621 2.27643 0.3 0.1 -0.3
N -1.24632 -1.97423 2.61186 0.6 0.1 -0.4
C -1.42675 -1.14560 1.46812 -0.2 -0.5 0.6
C -0.58854 -1.20689 3.68198 -0.1 0.9 -0.3
H 1.69489 -1.46989 0.23261 -0.6 -0.4 0.2
H 0.18396 -2.40416 -0.14816 0.6 0.2 0.4
H -0.11840 0.94903 2.35098 -0.1 0.2 0.0
H 1.50763 0.52258 1.68853 -1.0 -0.3 0.4
H 1.70166 -2.47878 3.73192 0.2 0.2 -0.1
H 2.54611 -1.48701 2.49547 0.1 0.0 0.0
H -0.87099 -3.73052 1.49190 0.2 0.1 0.3
H -0.24238 -3.70868 3.17599 -0.1 -0.3 0.1
H -2.05202 -0.27840 1.73840 0.1 -0.7 -0.2
H -1.88213 -1.74389 0.64477 -0.2 0.3 0.6
H -0.45854 -1.84719 4.53571 0.1 -0.2 0.4
H -1.22872 -0.34311 3.96266 0.4 -0.5 -0.1
```
Positions in Å, forces in eV/Å.

* energy above the lowest of the compared OMol25 structures with the same formula, charge and spin: 107.7 kJ/mol
* expectation value of S²: 8.79
* total charge: +2
* spin multiplicity: 6
* HOMO (alpha / beta): -15.48 / -15.31 eV
* F_max: 0.097 hartree/bohr

=====

No. 4
ORCA calculation (wB97M-V/def2-TZVPD) on C10H21ClNO2P2SeSm as an isolated structure.

Geometry as XYZ:
```
39
Properties=species:S:1:pos:R:3:forces:R:3
C 0.08040 0.02641 -4.20423 -2.0 0.5 -0.4
C 0.46745 0.44675 -2.83507 3.6 -1.3 1.9
H 0.86133 -0.06274 -4.97402 0.0 0.3 0.8
H -0.75410 0.70775 -4.54652 0.9 -0.6 0.2
H -0.43145 -0.94260 -4.03576 0.4 0.4 -0.3
O 1.49992 0.59503 -2.24904 -3.1 0.3 -1.7
Cl -1.08704 0.05901 -1.63944 -0.3 0.1 -0.6
Sm -1.19141 -0.35702 1.73647 -0.2 0.6 -0.7
P -0.18931 2.39487 0.37989 0.3 1.1 0.5
C 1.33584 3.30476 0.81440 0.6 -0.7 -0.1
C -0.46859 3.28470 -1.19686 -0.3 -0.8 -0.6
H -0.58026 4.35070 -0.96664 0.0 -0.3 -0.1
H -1.33253 4.33746 1.22046 -0.3 -0.4 0.3
H -1.37004 2.88415 -1.67981 0.2 0.4 0.0
H -2.42230 2.90236 1.12028 0.0 0.3 0.1
H 2.11828 3.01047 0.07675 -0.4 0.3 0.6
H 0.38863 3.14546 -1.87375 -0.3 0.1 0.3
C -1.42197 3.25336 1.40734 -0.2 0.0 0.2
H 1.14945 4.38708 0.73621 0.1 -0.4 0.1
H -1.26061 3.01954 2.47010 -0.1 0.3 -0.2
H 1.66969 3.02660 1.82105 0.1 0.3 -0.2
P 0.08158 -2.49685 0.07117 0.7 0.0 0.3
C 1.54982 -3.38247 0.66293 0.3 -0.1 0.0
C -1.23584 -3.25302 1.07182 -0.6 -0.1 0.1
H -1.00523 -2.92024 -2.06370 0.1 -0.1 0.0
H -0.18878 -4.37019 -1.37977 0.0 0.2 -0.1
H 0.76114 -3.08919 -2.18185 -0.2 0.0 0.3
C -0.11441 -3.28700 -1.54893 -0.3 0.1 -0.3
H -2.24366 -2.83672 0.85887 0.2 -0.3 -0.1
H -1.22343 -4.29073 0.73155 -0.5 -0.1 0.5
H 1.40613 -4.46213 0.48795 0.2 0.4 0.2
H 1.73970 -3.18844 1.72406 0.0 -0.1 -0.2
H -1.07399 -3.21552 2.16673 0.2 -0.2 -0.3
H 2.42287 -3.03726 0.08341 -0.3 -0.2 0.2
C 1.12751 -0.19936 1.23078 6.3 1.8 -0.6
O 2.25626 0.03729 1.02446 -5.0 -1.3 0.8
Se -0.04438 0.11571 6.66723 -0.5 0.0 -1.4
C -0.50658 0.08097 4.99696 0.6 -0.1 1.2
N -0.77005 0.02105 3.81451 -0.2 -0.2 -0.5
```
Positions in Å, forces in eV/Å.

* expectation value of S²: 8.79
* total charge: +2
* spin multiplicity: 6
* HOMO (alpha / beta): -14.24 / -14.31 eV
* F_max: 0.127 hartree/bohr

=====

No. 5
ORCA calculation (wB97M-V/def2-TZVPD) on C10H21CoF3IO2P2 as an isolated structure.

Geometry as XYZ:
```
40
Properties=species:S:1:pos:R:3:forces:R:3
C 0.00155 0.26124 -3.78183 0.0 0.0 -1.7
C 0.00693 0.91116 -2.46035 0.0 1.6 0.4
H 0.00660 0.93060 -4.68022 0.0 0.0 1.0
H -0.88782 -0.36844 -3.88749 0.1 -0.1 0.3
H 0.88017 -0.38328 -3.88760 -0.1 -0.1 0.3
O 0.01520 2.05560 -2.11235 0.0 -1.8 -0.7
I -0.02652 -2.69710 -0.47568 0.0 -0.8 -0.7
Co -0.00277 -0.27652 -0.04745 0.0 0.0 0.4
P 2.20462 -0.09521 0.31779 2.5 -0.2 1.1
C 3.08456 1.12547 1.37997 -0.5 0.4 0.2
C 2.89205 -1.64670 1.01291 -0.2 -0.5 -0.2
H 3.91676 -1.77945 0.64839 -0.1 0.1 0.0
H 4.04279 0.51217 -1.03141 -0.3 -0.2 -0.3
H 2.30555 -2.52545 0.70996 0.5 0.3 0.1
H 3.00677 -0.70860 -1.86968 0.1 0.1 -0.1
H 3.12108 0.77633 2.41650 -0.1 0.1 -0.3
H 2.90771 -1.62850 2.10862 -0.1 0.2 -0.3
C 3.01495 0.21045 -1.28165 -0.3 -0.1 -0.1
H 4.11725 1.25091 1.02868 -0.3 -0.2 -0.2
H 2.51309 1.01972 -1.82791 0.3 -0.2 0.2
H 2.59428 2.10393 1.35397 0.2 -0.1 0.0
P -2.20710 -0.05427 0.32023 -2.5 -0.2 1.1
C -3.06122 1.18373 1.38250 0.5 0.4 0.2
C -3.01326 0.26386 -1.27866 0.3 -0.1 -0.1
H -2.34991 -2.48190 0.71715 -0.5 0.4 0.1
H -3.94757 -1.70720 0.65471 0.1 0.1 0.0
H -2.93534 -1.57147 2.11436 0.1 0.2 -0.3
C -2.92064 -1.59226 1.01877 0.2 -0.5 -0.2
H -3.02250 -0.65659 -1.86435 -0.1 0.1 -0.1
H -4.03471 0.58511 -1.02757 0.3 -0.2 -0.3
H -4.09199 1.32742 1.03333 0.3 -0.2 -0.2
H -2.55283 2.15337 1.35346 -0.2 -0.1 0.0
H -2.49672 1.06271 -1.82723 -0.3 -0.2 0.2
H -3.10083 0.83695 2.41925 0.1 0.1 -0.3
C 0.01367 1.45758 0.41104 0.1 6.6 0.6
O 0.02478 2.59157 0.66855 0.0 -4.5 -0.5
F -1.06904 0.00404 2.80948 0.6 -0.4 -0.7
C -0.00437 -0.56012 2.13763 0.0 -0.7 2.1
F 1.06972 -0.01090 2.80788 -0.7 -0.4 -0.7
F -0.01496 -1.87995 2.51628 0.0 0.6 -0.5
```
Positions in Å, forces in eV/Å.

* energy above the lowest of the compared OMol25 structures with the same formula, charge and spin: 33.4 kJ/mol
* expectation value of S²: 6.04
* total charge: +2
* spin multiplicity: 5
* HOMO (alpha / beta): -15.26 / -17.33 eV
* F_max: 0.129 hartree/bohr

=====

No. 6
ORCA calculation (wB97M-V/def2-TZVPD) on a 3-piece molecular cluster, C10H21FO6S overall.

Geometry as XYZ:
```
39
Properties=species:S:1:pos:R:3:forces:R:3
C 4.57744 0.84557 2.28618 0.1 -0.2 0.1
O 4.12370 -0.13258 1.35574 -0.2 0.2 -0.2
C 2.75444 -0.15655 1.19825 0.5 -0.6 0.0
O 2.31408 1.10922 0.66913 -0.4 0.1 0.5
S 0.75286 1.51034 0.84733 0.1 0.2 -0.4
O 0.78054 2.93848 0.72491 0.0 0.0 -0.1
O 0.56338 1.33987 2.54671 0.1 -0.1 0.1
F -0.10133 0.08697 2.68417 0.1 0.1 0.1
H 4.58473 1.83962 1.84420 -0.1 0.1 0.0
H 5.59470 0.56952 2.55550 0.0 0.0 0.0
H 3.95792 0.83021 3.18606 0.0 0.1 0.0
H 2.53492 -0.94907 0.48379 0.0 0.0 -0.1
H 2.26277 -0.35846 2.15350 -0.1 0.2 0.0
C 0.59397 1.50787 -4.50855 0.0 0.1 0.0
C 2.00453 1.22757 -3.99464 0.0 0.0 0.0
C 1.78869 1.22949 -2.48831 -0.1 0.1 -0.1
O 0.45184 0.74772 -2.27264 0.2 0.1 0.0
C -0.25270 0.72181 -3.51811 -0.1 -0.1 0.0
H 0.43194 1.19382 -5.53830 0.0 0.0 0.0
H 0.37094 2.57434 -4.43674 0.0 0.0 0.0
H 2.33979 0.24352 -4.32899 0.0 0.0 0.0
H 2.74056 1.96428 -4.31186 0.0 0.0 0.0
H 1.86555 2.24183 -2.07826 0.0 0.0 0.0
H 2.48676 0.58719 -1.95462 0.0 0.0 0.0
H -0.36700 -0.32001 -3.83500 0.0 0.0 0.0
H -1.24499 1.14777 -3.36885 0.0 0.0 0.0
C -4.27537 -2.18848 2.69709 0.0 0.0 0.0
C -3.73828 -0.86194 2.16293 0.0 0.0 0.0
C -2.63105 -1.33467 1.23087 0.0 -0.1 0.0
O -3.05039 -2.60317 0.72063 0.0 0.0 0.0
C -4.17346 -3.07744 1.46393 0.0 0.0 0.0
H -5.28997 -2.12622 3.08741 0.0 0.0 0.0
H -3.62647 -2.56516 3.49062 0.0 0.0 0.0
H -4.51462 -0.34268 1.59695 0.0 0.0 0.0
H -3.37458 -0.18944 2.93825 0.0 0.0 0.0
H -1.69066 -1.47034 1.76845 0.0 0.0 0.0
H -2.45616 -0.65650 0.39431 0.0 0.0 0.0
H -5.07130 -2.99517 0.84133 0.0 0.0 0.0
H -4.01773 -4.12912 1.70663 0.0 0.0 0.0
```
Positions in Å, forces in eV/Å.

* HOMO: -9.40 eV
* F_max: 0.015 hartree/bohr